{"formula": "C22H11Cl5F5N2O2STc", "method": "the ωB97M-V functional and the def2-TZVPD basis", "homo_ev": [-11.2, -11.3], "energy_ev": -119293.4197, "orbital_gap_ha": [0.218, 0.238], "s_squared": 0.994, "charge": 1, "multiplicity": 2, "lumo_energy_ev": [-5.32, -4.80], "species": ["Tc", "F", "C", "C", "F", "C", "F", "C", "S", "C", "F", "C", "F", "Cl", "C", "C", "C", "Cl", "C", "Cl", "C", "Cl", "C", "Cl", "O", "C", "C", "C", "C", "C", "C", "C", "N", "C", "C", "N", "H", "H", "H", "H", "H", "H", "H", "C", "O", "H", "H", "H", "H"], "coordinates": [[-0.5832, -0.1331, -0.3375], [-2.4023, 5.6114, 2.7461], [-2.1966, 4.3138, 2.5788], [-1.8735, 3.8198, 1.3337], [-1.7574, 4.6269, 0.2859], [-1.6684, 2.4670, 1.2162], [-1.3304, 1.9883, -0.0301], [-1.7549, 1.5587, 2.2329], [-1.5112, -0.1569, 1.9602], [-2.0731, 2.0896, 3.4721], [-2.1780, 1.2834, 4.5262], [-2.2933, 3.4441, 3.6484], [-2.5952, 3.9222, 4.8469], [3.0195, 1.1278, -1.2873], [1.7153, 0.9974, -2.4177], [0.4304, 0.6135, -2.0295], [-0.5272, 0.5756, -3.0276], [-2.1111, 0.0872, -2.4535], [-0.3100, 0.8464, -4.3574], [-1.5916, 0.7371, -5.4842], [0.9827, 1.2087, -4.7272], [1.3165, 1.5541, -6.3630], [1.9905, 1.2880, -3.7606], [3.5698, 1.7463, -4.2451], [-0.1889, -1.9280, -0.6345], [0.8889, -2.7115, -0.3178], [0.8346, -4.0158, -0.7809], [1.8712, -4.8877, -0.5206], [2.9779, -4.4606, 0.2078], [3.0261, -3.1648, 0.6652], [1.9826, -2.2718, 0.4121], [2.0251, -0.9132, 0.9306], [1.1116, 0.0283, 0.7737], [1.5229, 1.1624, 1.4566], [2.7069, 0.8974, 2.0393], [3.0024, -0.4102, 1.7037], [-0.0358, -4.3177, -1.3530], [1.8234, -5.9040, -0.8888], [3.7935, -5.1397, 0.4159], [3.8987, -2.8473, 1.2249], [0.9475, 2.0714, 1.4720], [3.3559, 1.5068, 2.6446], [3.8175, -0.9165, 2.0035], [-4.2194, -0.9843, 0.0842], [-2.9394, -1.4891, -0.3325], [-4.2929, -0.9503, 1.1687], [-5.0241, -1.5889, -0.3283], [-4.3061, 0.0285, -0.3055], [-2.8471, -2.4105, -0.0671]]}